Entry 1:
{"formula": "C22H34BrKN7O5", "method": "ωB97M-V/def2-TZVPD", "homo_lumo_gap_ev": 7.54, "energy_ev": -130405.734, "charge": -1, "e_homo_ev": -5.222, "e_lumo_ev": 2.31, "elements": ["K", "C", "C", "C", "O", "C", "O", "O", "H", "H", "H", "H", "H", "H", "H", "C", "N", "C", "C", "N", "C", "C", "N", "C", "C", "N", "C", "N", "C", "C", "C", "N", "C", "H", "H", "H", "H", "H", "H", "H", "H", "H", "H", "H", "H", "H", "H", "H", "H", "H", "H", "H", "H", "H", "H", "H", "H", "Br", "C", "C", "N", "C", "C", "C", "C", "O", "O", "H", "H", "H"], "positions_angstrom": [[-0.19333, -0.36770, 0.88397], [-3.45275, 0.89403, 3.10487], [-1.94499, 1.08003, 3.11502], [-1.49610, 1.88953, 4.31612], [-1.30088, -0.20187, 3.23873], [-1.43890, 1.82616, 1.82635], [-0.19260, 1.78938, 1.63895], [-2.29404, 2.37431, 1.09970], [-3.78240, 0.51186, 4.07531], [-3.74343, 0.17900, 2.33124], [-3.94707, 1.83935, 2.88710], [-1.76642, 1.36307, 5.23619], [-1.97806, 2.87181, 4.30870], [-0.41340, 2.02750, 4.28495], [-1.70011, -0.79211, 2.56858], [-2.50685, 0.33434, -1.42037], [-1.78646, 0.94712, -2.52877], [-2.27621, 2.22766, -2.99962], [-1.16530, 2.63435, -3.94774], [0.00523, 2.03709, -3.32263], [1.19967, 2.02252, -4.13581], [-0.39435, 0.95911, -2.52585], [0.28273, 0.10934, -1.85636], [1.73812, 0.04422, -1.86250], [2.22142, -1.07598, -0.91712], [2.46981, -0.63830, 0.45577], [3.35774, 0.21073, 0.78862], [4.28189, 0.94682, 0.02561], [4.98419, 0.36273, -1.09768], [5.10418, 1.74792, 0.92194], [4.21543, 1.87898, 2.14376], [3.52006, 0.60912, 2.11577], [2.41035, 0.42183, 3.04379], [-3.52320, 0.10162, -1.74257], [-2.55077, 1.01500, -0.56587], [-2.01824, -0.58853, -1.12364], [-2.38330, 2.93987, -2.17184], [-3.23901, 2.11992, -3.49914], [-1.04901, 3.71491, -4.03708], [-1.33119, 2.21617, -4.94984], [1.31810, 3.01129, -4.57995], [1.14081, 1.29067, -4.95284], [2.08488, 1.81819, -3.54699], [2.18131, 0.99187, -1.53281], [2.12071, -0.16670, -2.86767], [3.10028, -1.56997, -1.34193], [1.42800, -1.82644, -0.86792], [4.30185, -0.01830, -1.84971], [5.65500, -0.44997, -0.79020], [5.58882, 1.13999, -1.56584], [5.35465, 2.70779, 0.46872], [6.03570, 1.22420, 1.17140], [3.52008, 2.72397, 2.04333], [4.78098, 1.99859, 3.06745], [2.76087, 0.67717, 4.04468], [2.09734, -0.62015, 3.03366], [1.55120, 1.04809, 2.77840], [-6.15974, -5.50305, -0.26382], [-4.28256, -5.23584, -0.37464], [-3.49930, -6.19750, -0.99014], [-2.17556, -6.07089, -1.10427], [-1.61522, -4.96587, -0.59952], [-2.33051, -3.95851, 0.03435], [-3.70280, -4.09825, 0.14988], [-1.63677, -2.72294, 0.59003], [-2.36995, -1.88034, 1.18297], [-0.40154, -2.65605, 0.41201], [-3.95257, -7.09309, -1.40134], [-0.54168, -4.85854, -0.69578], [-4.27484, -3.32236, 0.64187]], "forces_ev_per_angstrom": [[0.8935, -0.1750, -0.7939], [-0.0569, -0.0301, -0.0062], [0.0778, -0.0388, -0.1271], [0.0349, 0.0788, 0.1185], [-0.2077, 0.1294, 0.0355], [-0.1637, 0.5730, 0.0765], [-0.3255, 1.4493, 0.5370], [0.1756, -0.0976, 0.1680], [0.0004, -0.0146, -0.0228], [0.0303, 0.0461, 0.0112], [-0.0003, -0.0061, 0.0367], [0.0090, 0.0359, -0.0237], [0.0483, -0.0659, 0.0072], [-0.0631, -0.0154, 0.0003], [-0.3483, -0.1577, 0.4256], [0.0367, 0.0967, -0.0870], [0.0784, -0.1365, 0.1487], [0.0433, -0.0407, 0.0536], [0.0568, -0.0044, 0.0498], [0.1209, 0.1276, -0.0214], [-0.0729, 0.0127, -0.0550], [-0.0363, -0.0772, 0.1449], [0.0546, 0.0198, -0.2178], [-0.2517, 0.0301, 0.1120], [0.0453, 0.1969, 0.1387], [0.2723, 0.0105, -0.1144], [-0.1119, -0.0208, 0.0496], [0.0146, 0.0098, -0.1483], [0.0189, 0.0491, 0.0918], [-0.0536, 0.0007, -0.0848], [-0.0688, -0.0653, -0.0256], [-0.1764, -0.1190, -0.0035], [0.0845, 0.0696, -0.1285], [0.0179, -0.0250, -0.0257], [-0.0329, -0.0003, 0.0564], [-0.0104, -0.0399, -0.1630], [0.0239, -0.0054, 0.0249], [-0.0321, -0.0039, -0.0051], [0.0111, 0.0231, -0.0003], [0.0031, -0.0439, -0.0456], [-0.0032, 0.0264, -0.0134], [-0.0045, -0.0271, -0.0204], [0.0225, 0.0100, 0.0289], [-0.0041, 0.0275, -0.0266], [0.0221, -0.0883, -0.0394], [0.0216, -0.0384, -0.0083], [0.1113, 0.0303, -0.0515], [-0.0330, 0.0182, 0.0061], [0.0077, -0.0354, 0.0112], [0.0204, 0.0354, 0.0046], [0.0106, 0.0108, -0.0257], [0.0535, -0.0521, 0.0284], [-0.0092, -0.0152, -0.0202], [0.0161, 0.0102, 0.0322], [-0.0095, -0.0269, 0.0149], [0.0499, 0.0068, -0.0083], [-0.0092, -0.0117, 0.0391], [-0.0209, -0.0075, 0.0010], [0.0063, -0.0349, -0.0202], [0.2303, 0.0405, -0.0054], [-0.1311, 0.1581, 0.0962], [-0.0734, -0.1834, -0.0972], [-0.1369, 0.1097, 0.0023], [-0.0901, 0.0143, 0.0268], [0.1101, -0.1197, 0.1800], [0.1933, -0.3455, -0.1709], [-0.5164, -1.2735, -0.1441], [0.0328, 0.0168, 0.0036], [-0.0260, -0.0220, -0.0025], [0.0193, -0.0093, -0.0087]]}

=====

Entry 2:
{"formula": "C24H28AuBrNOS", "method": "ωB97M-V/def2-TZVPD", "homo_lumo_gap_ev": [5.25, 5.25], "energy_ev": -113444.153, "charge": 1, "relative_energy_kj_mol": 34.8, "e_homo_ev": [-11.058, -11.057], "e_lumo_ev": [-5.80, -5.81], "elements": ["Au", "C", "C", "C", "C", "C", "C", "C", "Br", "C", "O", "C", "C", "C", "C", "C", "C", "H", "H", "H", "H", "H", "H", "H", "H", "H", "H", "H", "H", "H", "H", "H", "H", "H", "H", "H", "H", "C", "C", "C", "C", "C", "C", "C", "C", "C", "S", "C", "N", "H", "H", "H", "H", "H", "H", "H", "H"], "positions_angstrom": [[0.07921, -2.06243, -1.00041], [-3.23970, 3.87881, 2.30003], [-1.88529, 4.15363, 1.64763], [-0.87034, 4.48974, 2.75063], [-2.03443, 5.35598, 0.70309], [-1.37619, 2.95706, 0.85155], [-2.08805, 1.76738, 0.75982], [-1.56748, 0.72327, 0.02731], [-2.59867, -0.86788, -0.07336], [-0.34018, 0.80847, -0.65051], [0.07677, -0.17290, -1.45031], [0.39567, 2.02169, -0.57280], [-0.15511, 3.04630, 0.17642], [1.70673, 2.21471, -1.34065], [2.74663, 1.16407, -0.92691], [1.43469, 2.12438, -2.85152], [2.31999, 3.59040, -1.06396], [-3.56048, 4.76493, 2.84821], [-3.18793, 3.05355, 3.01295], [-4.00946, 3.65478, 1.55895], [-1.22284, 5.34740, 3.32573], [0.10749, 4.74354, 2.34022], [-0.74468, 3.64881, 3.43498], [-2.39823, 6.21911, 1.26275], [-2.74852, 5.14082, -0.09359], [-1.08559, 5.63398, 0.24340], [-3.03857, 1.64433, 1.25612], [0.38173, 3.97989, 0.23955], [2.45739, 0.16002, -1.22414], [2.91194, 1.18247, 0.15284], [3.69728, 1.38738, -1.41401], [1.04072, 1.15117, -3.13689], [2.36477, 2.29127, -3.39814], [0.72165, 2.89097, -3.15954], [2.55367, 3.73029, -0.00673], [1.67006, 4.40317, -1.39162], [3.25293, 3.67505, -1.62173], [-1.80868, -4.10828, -2.44338], [-0.91954, -4.81398, -1.46781], [-1.00662, -6.20340, -1.26416], [-0.17917, -6.81371, -0.36696], [0.77294, -6.05979, 0.35295], [1.66481, -6.62809, 1.28994], [2.56404, -5.83158, 1.93913], [2.61676, -4.44728, 1.68276], [1.76031, -3.86815, 0.78157], [1.85103, -2.13864, 0.44337], [0.82267, -4.67654, 0.10895], [-0.03588, -4.09437, -0.79297], [-2.48458, -4.80700, -2.92956], [-1.21553, -3.61867, -3.21927], [-2.41238, -3.35000, -1.93863], [-1.73635, -6.76641, -1.82753], [-0.24111, -7.88215, -0.20126], [1.62365, -7.69276, 1.47724], [3.25153, -6.25715, 2.65676], [3.34448, -3.83765, 2.20352]], "forces_ev_per_angstrom": [[-0.1367, 0.1454, 0.1534], [-0.0022, 0.0051, 0.0028], [0.0152, 0.0004, 0.0004], [-0.0107, 0.0029, 0.0017], [-0.0075, 0.0054, 0.0081], [-0.0190, -0.0095, -0.0192], [-0.0130, 0.0357, 0.0402], [0.1652, 0.0711, -0.0562], [0.1053, -0.1149, -0.0806], [-0.1999, 0.1867, 0.1220], [0.1844, -0.2012, -0.0739], [-0.0416, -0.1014, -0.0507], [-0.0274, -0.0025, 0.0299], [-0.0041, 0.0045, 0.0105], [0.0114, 0.0059, 0.0279], [0.0071, -0.0071, -0.0021], [0.0085, 0.0107, -0.0083], [-0.0004, -0.0020, -0.0008], [0.0018, -0.0038, -0.0026], [-0.0002, 0.0022, 0.0005], [0.0031, -0.0008, 0.0018], [0.0024, -0.0016, -0.0048], [0.0009, 0.0004, -0.0022], [0.0013, 0.0012, -0.0039], [0.0008, -0.0023, -0.0012], [-0.0016, 0.0005, 0.0020], [0.0010, -0.0065, 0.0044], [0.0090, -0.0087, 0.0124], [-0.0373, -0.0534, -0.0105], [-0.0046, -0.0038, -0.0073], [0.0016, -0.0040, 0.0044], [0.0076, 0.0092, 0.0012], [-0.0051, -0.0003, 0.0007], [-0.0038, 0.0025, -0.0012], [-0.0004, -0.0006, -0.0012], [0.0019, 0.0026, -0.0001], [-0.0037, 0.0013, -0.0002], [-0.0081, -0.0029, 0.0084], [-0.0172, 0.0044, -0.0092], [0.0113, 0.0014, 0.0039], [-0.0011, 0.0014, -0.0031], [0.0014, -0.0244, 0.0119], [0.0002, 0.0136, -0.0120], [-0.0063, 0.0069, -0.0054], [0.0116, 0.0075, 0.0210], [0.0017, -0.0174, -0.0347], [-0.0353, -0.0308, -0.0943], [0.0087, 0.0220, 0.0011], [0.0169, 0.0518, 0.0305], [0.0041, -0.0020, -0.0014], [-0.0036, 0.0024, -0.0032], [0.0086, -0.0086, -0.0105], [0.0005, 0.0032, -0.0016], [0.0001, 0.0014, 0.0019], [-0.0028, 0.0012, 0.0022], [-0.0008, 0.0008, 0.0001], [0.0006, -0.0009, -0.0026]]}

=====

Computed F_max (eV Å⁻¹) in order:
1.58 0.30